[1]
ORCA calculation (ωB97M-V with the def2-TZVPD basis set) on a structure of composition C29H28Br4HfN3O2SSb in a non-equilibrium geometry.

Its total energy is -12418.6924 hartree. As for the HOMO energy: -12.90 eV. Its multiplicity is 1. Its LUMO energy is -6.04 eV. The relative energy (zero: lowest compared OMol25 entry of this formula, charge and spin) is 14.6 kcal/mol. As for the total charge: +2.

Cartesian coordinates (Å):
1 Hf -0.71978 0.59359 -0.28676
2 Br -1.13803 7.26052 -2.12547
3 C -1.01751 5.40958 -2.21921
4 C -1.25840 4.71043 -3.42212
5 Br -1.76510 5.69232 -4.97749
6 C -1.24776 3.30313 -3.38825
7 Br -1.71575 2.32024 -4.95546
8 C -0.90702 2.59354 -2.25057
9 O -1.01924 1.23115 -2.08113
10 C -0.63476 3.30758 -1.06590
11 O -0.54935 2.52115 -0.00013
12 C -0.73982 4.69188 -1.05855
13 Br -0.58680 5.55181 0.56825
14 C -2.57971 -1.40978 2.22749
15 N -2.96129 0.00867 2.36052
16 C -2.91319 0.49812 3.76726
17 C -3.29380 0.76151 1.27437
18 N -2.80749 0.41564 0.10146
19 N -4.07511 1.85781 1.36138
20 C -4.97366 2.14767 2.44204
21 C -4.00821 2.89831 0.33155
22 H -3.26928 -2.02162 2.79772
23 H -1.58730 -1.58413 2.68173
24 H -2.56974 -1.69144 1.15254
25 H -1.99945 0.07196 4.14522
26 H -3.79340 0.21894 4.37357
27 H -2.81245 1.55821 3.79887
28 H -3.46370 0.64831 -0.61903
29 H -5.33313 1.25734 2.92733
30 H -5.84171 2.75328 2.05337
31 H -4.52873 2.82224 3.19502
32 H -4.41978 2.64044 -0.63894
33 H -2.95335 3.11782 0.11166
34 H -4.49325 3.79031 0.71711
35 S 0.77348 -0.20357 1.57034
36 Sb 2.08971 -1.60706 0.17919
37 C 2.09248 -3.61639 0.90471
38 C 3.20599 -4.44125 0.84796
39 C 3.25645 -5.70329 1.50492
40 C 2.15238 -6.11747 2.23677
41 C 1.03820 -5.27326 2.29933
42 C 1.00919 -4.02665 1.66416
43 C 3.91401 -0.66582 0.07836
44 C 4.09749 0.73008 0.21048
45 C 5.33497 1.32254 0.08776
46 C 6.48325 0.54883 -0.10017
47 C 6.36178 -0.82462 -0.13919
48 C 5.09776 -1.42240 -0.02943
49 C 0.99456 -1.25589 -1.63031
50 C 1.52808 -0.49463 -2.71058
51 C 0.82043 -0.43746 -3.91881
52 C -0.37106 -1.11087 -4.05423
53 C -0.95080 -1.84840 -3.01737
54 C -0.24045 -1.95087 -1.81994
55 H 3.95129 -4.23916 0.11107
56 H 4.16589 -6.31562 1.52426
57 H 2.13245 -7.06559 2.77002
58 H 0.23575 -5.60436 2.93122
59 H 0.11950 -3.42576 1.78719
60 H 3.25569 1.46071 0.39498
61 H 5.42155 2.41906 0.20500
62 H 7.42565 1.03108 -0.28272
63 H 7.19493 -1.51424 -0.37576
64 H 5.10422 -2.51015 -0.07285
65 H 2.50344 -0.02914 -2.60307
66 H 1.27025 0.14337 -4.70953
67 H -0.90563 -1.03015 -4.97012
68 H -1.87193 -2.34696 -3.13311
69 H -0.71390 -2.52119 -1.03995



[2]
ORCA calculation (ωB97M-V with the def2-TZVPD basis set) on a structure of composition C29H28BrCl2N5O4ReS3.

Its total energy is -6463.3548 hartree. As for the HOMO energy (alpha / beta): -13.34 / -13.80 eV. As for the expectation value of S²: 3.78. Its multiplicity is 4. Its LUMO energy (alpha / beta) is -5.81 / -7.13 eV. The relative energy (zero: lowest compared OMol25 entry of this formula, charge and spin) is 0.0 kcal/mol. As for the total charge: +2.

Cartesian coordinates (Å):
1 Re -0.11230 0.57858 1.65463
2 C 3.37960 1.00279 1.10732
3 C 2.92182 -0.41741 1.25766
4 C 3.89925 -1.40975 1.03684
5 C 3.63625 -2.71413 1.31307
6 C 2.39514 -3.06365 1.88892
7 C 2.11784 -4.37524 2.33081
8 C 0.93600 -4.65270 2.95923
9 C -0.00892 -3.63328 3.15372
10 C 0.22332 -2.35257 2.70558
11 S -1.00138 -1.11273 2.93279
12 C 1.43935 -2.04395 2.06015
13 N 1.68523 -0.73416 1.65263
14 H 4.32424 1.09957 1.64463
15 H 2.68826 1.73202 1.51205
16 H 3.58351 1.24345 0.06240
17 H 4.86825 -1.09791 0.67228
18 H 4.38303 -3.48075 1.14707
19 H 2.86532 -5.14390 2.18403
20 H 0.72577 -5.65036 3.31866
21 H -0.93800 -3.85106 3.66562
22 Cl 1.03978 1.47315 3.66008
23 C -0.21536 2.37754 4.51308
24 C 0.12088 2.88518 5.74878
25 C -0.84517 3.60799 6.43287
26 C -2.09794 3.80384 5.87557
27 C -2.40119 3.27761 4.62976
28 Cl -3.96379 3.54505 3.96295
29 C -1.45537 2.53692 3.90868
30 S -1.88191 1.90660 2.32702
31 H 1.10396 2.72187 6.16761
32 H -0.61699 4.01976 7.40579
33 H -2.85464 4.36735 6.40301
34 C 0.60865 -0.55401 -6.32982
35 C -0.02073 -1.68554 -5.52961
36 S -0.78017 -1.06356 -4.03702
37 O 0.19084 -1.11666 -2.95647
38 O -1.42692 0.19683 -4.30154
39 C -2.05251 -2.25923 -3.64212
40 C -3.05747 -1.74265 -2.59806
41 N -2.52569 -0.74714 -1.65198
42 C -1.70416 -1.01658 -0.62402
43 N -1.32817 0.12236 -0.02678
44 C -1.92859 1.15825 -0.72028
45 C -2.65565 0.62612 -1.71561
46 N -3.45191 1.38088 -2.65996
47 O -4.31741 0.79568 -3.27341
48 O -3.22778 2.56742 -2.68250
49 C -1.29128 -2.39458 -0.27801
50 H 1.08184 -0.97502 -7.21492
51 H 1.37339 -0.03467 -5.75300
52 H -0.14029 0.16963 -6.64196
53 H 0.71166 -2.41984 -5.19500
54 H -0.79974 -2.19746 -6.09573
55 H -1.53541 -3.16609 -3.33014
56 H -2.59784 -2.47387 -4.56052
57 H -3.44289 -2.57905 -2.01785
58 H -3.89108 -1.26466 -3.09566
59 H -1.82211 2.19624 -0.46283
60 H -2.10274 -2.92984 0.21933
61 H -0.43597 -2.38042 0.38573
62 H -1.00283 -2.93332 -1.17744
63 Br 0.69285 4.25214 1.62719
64 C 0.93867 3.26989 0.04696
65 C 1.30344 3.97775 -1.08782
66 C 1.55301 3.28500 -2.25704
67 C 1.45141 1.90061 -2.24834
68 C 1.07726 1.27648 -1.08369
69 N 0.79630 1.93735 0.06303
70 H 1.38695 5.05314 -1.03718
71 H 1.82771 3.81901 -3.15676
72 H 1.63633 1.30263 -3.12820
73 H 0.96516 0.20109 -1.06626



[3]
ORCA calculation (ωB97M-V with the def2-TZVPD basis set) on a structure of composition C29H28Cl2F5N2O2SeTi.

Its total energy is -6052.0079 hartree. As for the HOMO energy (alpha / beta): -13.73 / -13.76 eV. As for the expectation value of S²: 0.76. Its multiplicity is 2. Its LUMO energy (alpha / beta) is -7.09 / -6.89 eV. The relative energy (zero: lowest compared OMol25 entry of this formula, charge and spin) is 15.6 kcal/mol. As for the total charge: +2.

Cartesian coordinates (Å):
1 Ti -0.58051 -1.22346 -0.20609
2 C -1.59918 2.19979 3.18563
3 C -1.33853 0.78526 3.68819
4 C 0.15845 0.47681 3.67655
5 C -2.08500 -0.27233 2.91394
6 C -2.54170 -1.43529 3.52658
7 C -3.20688 -2.42415 2.81184
8 C -3.46627 -2.29210 1.45027
9 C -4.26443 -3.31548 0.69958
10 C -3.05702 -1.10122 0.83468
11 C -2.37855 -0.11390 1.55694
12 H -1.18735 2.93071 3.87786
13 H -2.66110 2.40869 3.07410
14 H -1.11275 2.37182 2.22004
15 H -1.68184 0.71690 4.72528
16 H 0.53695 0.42985 2.64317
17 H 0.39071 -0.46858 4.16694
18 H 0.71817 1.25957 4.18573
19 H -2.38535 -1.56888 4.59001
20 H -3.56717 -3.30180 3.33251
21 H -5.31958 -3.03985 0.69718
22 H -4.18953 -4.29848 1.16134
23 H -3.94632 -3.39674 -0.34207
24 H -3.41653 -0.87474 -0.16952
25 H -2.22360 0.86057 1.10395
26 O 5.80099 1.01617 1.02531
27 C 5.65611 -0.32130 0.62330
28 C 4.20034 -0.58477 0.35693
29 C 3.74067 -1.88563 0.16200
30 C 2.39808 -2.09761 -0.05690
31 N 1.51237 -1.09031 -0.12159
32 C 1.96588 0.17978 -0.00843
33 C 3.28886 0.46445 0.26496
34 C 0.95906 1.24768 -0.31447
35 C 1.30522 2.58124 -0.41763
36 C 0.35178 3.49230 -0.86244
37 C 0.67860 4.95250 -1.01017
38 O 1.97127 5.17383 -0.51210
39 C -0.91477 3.01764 -1.20030
40 C -1.19552 1.67799 -1.05159
41 N -0.28090 0.80282 -0.59966
42 H 6.73070 1.21197 1.18382
43 H 6.00961 -1.02829 1.38546
44 H 6.20877 -0.53331 -0.30308
45 H 4.41378 -2.73000 0.19445
46 H 1.99338 -3.09679 -0.18833
47 H 3.63584 1.47563 0.39189
48 H 2.29548 2.92865 -0.17754
49 H -0.08255 5.53338 -0.47268
50 H 0.59943 5.20925 -2.07580
51 H 2.18277 6.11290 -0.54845
52 H -1.68363 3.67628 -1.57723
53 H -2.16952 1.26435 -1.29946
54 Cl -0.79273 -4.00322 -0.22785
55 C -0.44036 -4.29158 1.49308
56 Cl 0.11360 -2.75529 2.21178
57 H 0.35359 -5.02944 1.58499
58 H -1.35825 -4.58870 1.99527
59 F 0.65651 0.91109 -7.19308
60 C 0.14398 0.34502 -6.11573
61 C -1.16089 -0.13344 -6.12344
62 F -1.90201 -0.02376 -7.20958
63 C -1.68282 -0.72161 -4.97848
64 F -2.93842 -1.15830 -5.02510
65 C -0.94119 -0.84685 -3.81271
66 Se -1.79372 -1.69271 -2.31915
67 C 0.35366 -0.36914 -3.83476
68 F 1.15559 -0.49125 -2.74686
69 C 0.90634 0.22080 -4.96042
70 F 2.15998 0.66462 -4.93286